1.
ORCA calculation (ωB97M-V with the def2-TZVPD basis set) on a 2-piece molecular cluster, C4H10O2 overall.

Each line ends with the natural charge from an NBO analysis.
Positions of all 16 atoms, in Å:
O -1.4838 -0.6766 1.1490  -0.72
O -1.3182 1.0901 -0.9446  -0.74
C 0.0825 1.2356 -0.7077  -0.10
C -0.1809 -0.1891 1.3945  -0.09
C 1.7615 -0.4807 -0.1387  -0.36
C 0.6042 0.1038 0.1374  -0.04
H -0.5405 -2.5911 -1.1451  -0.02
H 0.2609 2.1709 -0.1563  0.17
H 2.3343 -0.2241 -1.0275  0.20
H -0.9300 -2.1494 -0.6968  0.01
H -1.6701 1.9649 -1.1460  0.48
H 0.6233 1.2949 -1.6602  0.18
H 2.1802 -1.2423 0.5148  0.20
H -1.8350 -0.1143 0.4405  0.49
H -0.2197 0.7456 1.9813  0.16
H 0.3314 -0.9381 2.0054  0.19

**Gap between HOMO and LUMO**: 0.3823 hartree
**SMILES**: C=C(CO)CO.[H][H]
**LUMO level**: 0.569 eV
**Energy relative to the best compared isomer or geometry (same formula, charge and spin)**: 55.50 kcal per mole
**2S+1**: 1

---

2.
ORCA calculation (ωB97M-V with the def2-TZVPD basis set) on C26H47Cl3CoN3O4Si as an isolated structure at a distorted geometry.

Each line ends with the Mulliken spin population.
Positions of all 85 atoms, in Å:
Co 2.0588 -0.3593 -2.6764  3.01
Cl 1.7176 -1.7862 -1.1395  0.28
Cl 3.7154 0.8777 -2.2822  0.24
Cl 0.3422 1.7495 -1.1352  0.02
Si -0.9730 1.7045 -2.7537  -0.01
O 0.8661 0.2947 -3.8546  0.33
O -1.8950 -1.0140 3.8717  0.00
O -3.3417 -0.9058 0.2850  0.00
O 1.2488 0.9489 4.8262  0.00
N -1.9130 -2.7005 0.5491  0.00
N 0.8895 -1.1164 5.7041  0.00
N -2.3916 0.8585 5.0893  0.00
C 0.9554 1.6097 -5.9475  0.04
C -1.6012 0.1240 4.2821  0.00
C -2.6970 -1.6812 0.9814  0.00
C 1.6105 2.8404 -6.0903  0.00
C -1.8944 2.0258 5.8063  0.00
C 1.6140 0.5903 -4.9987  -0.02
C 1.5433 0.0658 5.6440  0.00
C -0.4813 3.3378 -3.5458  0.00
C 2.1725 -2.3835 -7.4419  0.00
C -1.7968 0.5526 -4.1205  0.01
C 0.9966 -2.0950 6.7620  0.00
C 1.7587 -1.0917 -6.8490  0.00
C 0.0646 3.4812 -7.8386  0.00
C -0.5966 2.2594 -7.6905  0.00
C 2.1172 0.5018 8.0853  0.00
C 0.6015 -1.5689 8.1485  0.00
C -3.7034 0.3547 5.4552  0.00
C 2.7843 -1.6236 -4.6876  0.06
C -1.7576 -2.9555 -0.8669  0.00
C 2.6468 0.2675 6.6773  0.00
C -2.5440 1.6016 -1.7053  0.00
C -0.1248 1.3085 -6.7707  0.00
C 1.1545 3.7811 -7.0198  0.00
C 2.0570 -0.7129 -5.6053  -0.02
C 1.7096 -0.7823 8.8292  0.00
C -1.1612 -3.5170 1.4924  0.00
H -0.5888 0.3252 -6.6741  0.00
H 1.2709 1.2063 8.0819  0.00
H -0.8171 3.4705 -4.5820  0.00
H -2.4906 -2.3768 -1.4443  0.00
H -0.9290 2.3169 5.3795  0.00
H 3.2551 -2.5411 -7.4330  0.00
H -4.0705 -0.2520 4.6206  0.00
H 1.2813 -0.3975 -7.5313  0.00
H 2.5537 1.0849 -4.6737  0.02
H 0.3565 -2.9399 6.4848  0.00
H -0.0794 -3.3893 1.3536  0.00
H -3.4887 1.4825 -2.2776  0.00
H 2.4600 3.0664 -5.4361  0.00
H -0.6446 0.6379 4.0458  0.00
H -2.6537 2.5387 -1.1046  0.00
H -1.4121 -4.5824 1.3723  0.00
H -2.6664 -1.5979 2.0773  0.00
H 1.6591 4.7494 -7.1275  0.00
H -1.4558 2.0261 -8.3091  0.00
H 0.3497 -2.4376 8.7693  0.00
H 0.5860 3.5932 -3.4876  0.00
H -0.3083 -0.9558 8.0923  0.00
H 2.5954 -1.4220 8.9562  0.00
H 1.7195 -3.2523 -6.9571  0.00
H 0.3189 -1.3807 4.9048  0.00
H -4.3482 1.2208 5.6473  0.00
H 2.9015 1.0100 8.6618  0.00
H 1.3578 -0.4895 9.8256  0.00
H 3.1912 -1.1593 -3.7350  0.03
H -1.3983 -0.4641 -4.2480  0.00
H -1.0061 4.0796 -2.9187  0.00
H -1.9183 -4.0234 -1.0665  0.00
H -0.7352 -2.6927 -1.2067  0.00
H -1.7485 1.7908 6.8735  0.00
H 3.6994 -1.9437 -5.2043  0.01
H -1.4283 -3.2175 2.5115  0.00
H -0.3053 4.2100 -8.5616  0.00
H -3.6549 -0.2729 6.3604  0.00
H 2.0317 -2.4648 6.7946  0.00
H -1.8237 1.0150 -5.1151  0.00
H 3.1905 1.1530 6.3406  0.00
H -2.8694 0.4095 -3.8835  0.00
H -2.4599 0.7111 -1.0426  0.00
H 1.8698 -2.3982 -8.4871  0.00
H -2.6438 2.8226 5.7089  0.00
H 2.1990 -2.5297 -4.4901  -0.01
H 3.3454 -0.5811 6.6656  0.00

**Gap between HOMO and LUMO (spin up / spin down)**: 0.3374 / 0.2174 hartree
**LUMO level (spin up / spin down)**: 0.587 / -2.674 eV
**2S+1**: 5

---

3.
ORCA calculation (ωB97M-V with the def2-TZVPD basis set) on C40H36ClN3OsSi2 as an isolated structure at a distorted geometry.

Each line ends with the Mulliken spin population.
Positions of all 83 atoms, in Å:
Os -2.0097 -0.5888 0.5199  0.57
Cl 3.7247 1.6067 2.0831  0.01
Si 3.3738 0.9019 0.1821  0.01
Si -1.1871 -0.4923 -1.5701  0.06
N -0.0697 -0.6799 2.8886  0.72
N -1.2820 1.6174 2.0126  0.09
N 0.6117 0.4145 2.6489  0.80
C 0.9878 4.2614 -2.0658  0.00
C -0.8072 2.4358 -4.4066  0.00
C -3.0202 2.5712 -3.5102  0.00
C -0.2166 3.8911 3.3201  -0.01
C -2.1127 2.9119 -4.5088  0.00
C 0.3960 2.6555 3.4562  0.06
C -3.3002 -2.1742 0.6469  -0.02
C -3.8594 -0.0085 1.2268  -0.07
C -2.6876 1.7040 -2.4687  0.00
C -1.4173 3.9578 2.5896  0.04
C -2.7729 -1.9142 1.9418  0.02
C 1.1588 -3.1351 -3.8228  0.00
C 2.3350 2.1610 -0.7476  0.00
C 3.3032 -1.9228 0.7419  0.02
C -1.9276 2.7932 2.0072  -0.01
C 0.4809 3.7418 -0.8724  0.00
C -1.4627 1.0417 -2.5568  0.00
C 1.2275 -0.9474 0.0442  0.01
C 1.8698 -1.1910 4.2927  0.24
C 1.1250 -3.8886 4.2109  0.16
C 0.5916 -2.1734 0.1227  0.14
C 0.7235 -1.6016 3.5775  -0.01
C 1.3076 -3.3072 0.5040  0.10
C 0.1931 -3.6259 -4.7069  0.00
C 2.1906 3.7738 -2.5831  0.00
C 1.1709 2.7223 -0.2028  0.03
C 0.3534 -2.9600 3.5232  0.23
C -1.4007 -2.0213 -3.8420  0.00
C 2.8611 2.7342 -1.9180  0.00
C 0.8623 -2.0946 -2.9498  0.00
C 2.6620 -3.1619 0.8164  0.00
C -0.4518 -1.6001 -2.8930  0.02
C 2.1410 -3.4573 5.0816  0.09
C -1.0730 -3.0317 -4.7468  0.01
C -0.1500 1.5691 2.7403  0.04
C 2.5729 -0.7791 0.3953  0.07
C -3.1027 -0.5740 2.2972  0.22
C 2.5018 -2.1047 5.1342  0.15
C -3.9934 -1.0060 0.2137  0.03
C -0.4645 1.5142 -3.4200  -0.01
H 0.7886 -4.2588 0.6394  0.00
H 0.5542 1.1372 -3.2957  0.00
H 2.2199 -0.1676 4.1508  0.03
H -0.4468 4.1465 -0.4594  0.00
H -1.9480 4.9016 2.4227  0.00
H 4.3814 -1.8584 0.9267  0.00
H -4.3003 0.9807 1.2139  -0.01
H 2.6609 -4.1745 5.7211  0.01
H 1.6177 -1.7298 -2.2567  0.01
H 3.2779 -1.7372 5.8043  0.00
H 0.7022 -0.0739 -0.3949  -0.05
H -2.8863 2.7951 1.4770  0.01
H 0.2296 4.7864 3.7489  0.00
H -1.8220 -3.3826 -5.4556  0.00
H 4.5623 0.7868 -0.5337  0.00
H 0.8154 2.3805 0.7712  -0.03
H -2.1897 -2.5903 2.5481  0.01
H 2.6135 4.2149 -3.4928  0.00
H -3.1934 -3.1023 0.0915  -0.01
H -0.0486 2.7810 -5.0992  0.00
H -4.0186 2.9740 -3.5428  0.00
H -3.3557 1.4803 -1.6352  0.00
H 3.8279 2.3831 -2.2827  0.00
H -2.3976 3.5658 -5.3385  0.00
H 0.4412 5.0498 -2.5917  0.00
H -1.2948 0.8266 -0.0121  0.12
H -0.4984 -2.2832 -0.1589  0.02
H -0.4702 -3.2077 2.8496  0.05
H 2.1389 -3.5975 -3.7914  0.00
H -2.8799 -0.0895 3.2417  0.01
H 0.9358 -4.9523 4.0734  0.00
H 1.3213 2.4460 3.9938  0.00
H -4.5291 -0.8784 -0.7199  0.00
H 3.2177 -4.0291 1.1686  0.00
H 0.4251 -4.4547 -5.3800  0.00
H -2.4091 -1.6072 -3.8289  0.00

**Gap between HOMO and LUMO (spin up / spin down)**: 0.2603 / 0.0942 hartree
**Net charge**: +2
**LUMO level (spin up / spin down)**: -5.730 / -10.801 eV
**Energy relative to the best compared isomer or geometry (same formula, charge and spin)**: 20.98 kcal per mole
**2S+1**: 5

---

4.
ORCA calculation (ωB97M-V with the def2-TZVPD basis set) on C22H21AuClN2O2P as an isolated structure.

Each line ends with the natural charge from an NBO analysis.
Positions of all 50 atoms, in Å:
Au -0.2890 0.8029 1.4728  1.05
Cl -2.1593 -0.3094 2.4032  0.15
P -0.4940 -0.6926 -0.3545  1.10
O 2.0211 1.6561 -0.2018  -0.50
O -1.0002 2.1509 3.9066  -0.34
N 1.3654 1.8016 0.9916  -0.25
N -0.1397 2.1624 3.0389  -0.01
C -1.2527 2.0358 -3.2293  -0.21
C -0.8901 1.3633 -4.3898  -0.14
C -4.4500 -2.8940 0.4197  -0.13
C 3.1349 -2.4411 -0.8275  -0.19
C -2.0430 -1.5599 -0.0447  -0.49
C -0.5752 0.1263 -1.9344  -0.46
C 0.7617 -2.9816 0.5304  -0.12
C -0.3754 0.0749 -4.3278  -0.19
C 0.8583 3.0279 2.9303  0.03
C 1.8505 -3.8283 0.6690  -0.20
C 1.6503 2.8376 1.7494  0.37
C 0.8597 -1.8596 -0.2936  -0.46
C 2.7671 3.7569 1.4155  -0.69
C -0.2151 -0.5510 -3.1023  -0.18
C 2.0523 -1.5897 -0.9765  -0.22
C 1.0825 4.0756 3.9679  -0.67
C -1.0975 1.4195 -2.0003  -0.11
C 3.0344 -3.5560 -0.0029  -0.14
C -3.7714 -3.0748 -0.7780  -0.17
C -2.7582 -1.4026 1.1312  0.11
C -3.9484 -2.0433 1.3970  -0.26
C -2.5790 -2.4101 -1.0131  -0.14
H 2.4673 4.7826 1.6264  0.27
H -4.4768 -1.8859 2.3273  0.26
H -1.0105 1.8470 -5.3498  0.25
H -1.6556 3.0376 -3.2847  0.24
H 0.1854 -1.5563 -3.0602  0.23
H -0.1616 -3.2053 1.0514  0.22
H 2.4472 0.7829 -0.1648  0.50
H 1.7725 -4.7047 1.2976  0.25
H -2.0615 -2.5449 -1.9549  0.24
H -0.0987 -0.4440 -5.2353  0.25
H -4.1769 -3.7314 -1.5350  0.25
H 4.0512 -2.2465 -1.3683  0.25
H 0.6205 5.0217 3.6781  0.26
H 3.6148 3.5259 2.0676  0.28
H 2.1460 4.2441 4.1278  0.25
H 3.0806 3.6584 0.3829  0.27
H -5.3839 -3.4089 0.5991  0.26
H 0.6310 3.7590 4.9052  0.27
H 3.8798 -4.2218 0.1055  0.25
H -1.3885 1.9467 -1.0979  0.20
H 2.1175 -0.7540 -1.6650  0.23

**Gap between HOMO and LUMO (spin up / spin down)**: 0.2488 / 0.2488 hartree
**Net charge**: +2
**LUMO level (spin up / spin down)**: -8.266 / -8.266 eV
**2S+1**: 1

---

5.
ORCA calculation (ωB97M-V with the def2-TZVPD basis set) on a 2-piece molecular cluster, C17H21N2 overall at a distorted geometry.

Each line ends with the natural charge from an NBO analysis.
Positions of all 40 atoms, in Å:
N 1.1138 0.6592 3.2502  -0.45
N 0.9119 -0.0745 -1.4858  -0.48
C -2.4823 -1.5563 -3.8923  -0.14
C 0.4100 -0.1597 2.2649  -0.07
C 3.0731 -0.0218 -0.4630  -0.23
C -2.4685 1.5101 -3.9023  -0.12
C 2.2448 -0.0579 -1.5930  0.02
C 0.3131 -0.1357 -0.3038  0.04
C -1.1272 1.2101 -3.6366  -0.14
C 0.7843 0.2095 4.5909  -0.21
C -1.1349 -1.2751 -3.6210  -0.13
C -0.5418 -0.0306 -3.4564  -0.07
C 0.5671 -1.2969 4.4500  -0.42
C 0.4206 -1.5686 2.9460  -0.39
C 1.0630 -0.0905 0.8907  -0.03
C -3.5839 0.6766 -3.9510  -0.16
C -3.5870 -0.7137 -3.9480  -0.07
C 2.4629 -0.0245 0.7917  -0.15
C 1.1207 2.0872 3.0764  -0.41
H -2.6698 -2.6199 -4.1256  0.24
H -0.1330 0.7087 4.9591  0.16
H -0.4438 2.0612 -3.5876  0.25
H 2.6757 -0.0836 -2.5975  0.20
H 0.1096 2.5323 3.1325  0.17
H 1.5762 2.3772 2.1220  0.20
H -2.6471 2.5714 -4.1375  0.24
H 1.4378 -1.8141 4.8530  0.22
H 3.0419 0.0371 1.7091  0.25
H -0.6471 0.1689 2.1517  0.17
H -0.4662 -2.1319 -3.5568  0.25
H 0.5342 -0.0309 -3.3321  0.28
H -0.7783 -0.2181 -0.2925  0.19
H -4.5576 -1.2098 -4.0801  0.24
H 1.2870 -2.1422 2.5911  0.21
H -0.4885 -2.1213 2.6881  0.21
H 4.1599 0.0078 -0.5929  0.24
H -0.3162 -1.6111 5.0033  0.22
H -4.5492 1.1769 -4.0816  0.25
H 1.7162 2.5231 3.8895  0.21
H 1.5990 0.4711 5.2774  0.21

**Gap between HOMO and LUMO**: 0.2111 hartree
**Net charge**: +1
**LUMO level**: -4.889 eV
**Energy relative to the best compared isomer or geometry (same formula, charge and spin)**: 41.85 kcal per mole
**2S+1**: 1

---

6.
ORCA calculation (ωB97M-V with the def2-TZVPD basis set) on a 7-piece molecular cluster, C4H22N2O8 overall at a distorted geometry.

Each line ends with the natural charge from an NBO analysis.
Positions of all 36 atoms, in Å:
O 1.0108 -2.2544 -2.9972  -0.97
O -0.2068 -2.5360 0.4910  -1.03
O 2.2275 -1.5277 1.1439  -0.98
O -1.6596 -0.8591 2.0629  -0.97
O 1.9799 0.6702 2.5979  -0.66
O -3.5480 -0.2274 -1.2100  -0.95
O -1.3844 -1.6612 -1.7974  -0.98
O 0.2668 0.4483 -2.0910  -0.76
N -0.7293 2.4654 -0.1324  -0.85
N -0.0973 1.4163 2.5134  -0.85
C 0.8381 1.7590 -1.9142  -0.08
C 1.1578 0.9550 0.3986  -0.55
C 1.0322 0.9883 1.9063  0.71
C 0.6633 2.1248 -0.4450  -0.07
H -0.7965 -2.2021 1.1920  0.50
H -1.0219 -2.3627 -1.2279  0.50
H -0.9072 1.6760 1.9667  0.42
H -0.0190 1.7574 3.4666  0.41
H -3.8521 -1.0733 -1.5590  0.48
H -1.2234 -0.3024 2.7195  0.49
H -1.4205 -0.9893 -1.1098  0.48
H -2.5959 -0.5709 2.0650  0.49
H -1.0166 3.2447 -0.7027  0.37
H -1.2980 1.6511 -0.3084  0.36
H -2.9007 0.0407 -1.8837  0.48
H 1.2398 2.9957 -0.1518  0.20
H 1.8388 1.7193 -2.2987  0.19
H 2.1706 0.6333 0.2540  0.25
H 0.2147 -1.7230 -2.8252  0.49
H 2.6399 -2.1508 1.7745  0.48
H 0.6454 0.0337 0.1205  0.27
H 0.7133 -2.4320 0.8067  0.50
H 0.1285 2.3236 -2.5304  0.19
H 2.4738 -0.7122 1.5846  0.50
H 0.8670 -0.2427 -2.0620  0.48
H 1.1154 -2.8316 -2.2457  0.47

**Gap between HOMO and LUMO**: 0.3779 hartree
**SMILES**: NC(=O)C[C@H](N)CO.O.O.O.O.O.O
**LUMO level**: 0.342 eV
**Energy relative to the best compared isomer or geometry (same formula, charge and spin)**: 21.86 kcal per mole
**2S+1**: 1

---

DFT total energy values (in Eh) by entry order: -308.80971; -4536.99658; -2839.15022; -2047.47874; -769.58683; -877.04382.
Molar mass values (in g mol⁻¹) by entry order: 90.12; 659.06; 840.60; 608.82; 253.37; 226.23.